An isolated molecule of C5H11NO at a distorted geometry. Source: the OMol25 dataset; level of theory: ωB97M-V with the def2-TZVPD basis set.

Each atom is followed by the atoms it is bonded to, with distances in Å.
Positions of all 18 atoms, in Å:
1 C -1.00 -0.93 0.02  C2 1.537, N5 1.466, H8 1.093, H9 1.092
2 C -0.68 -0.23 1.36  C1 1.537, C3 1.509, H10 1.088, H11 1.098
3 C -1.18 1.18 1.48  C2 1.509, C4 1.328, H12 1.084
4 C -1.16 2.09 0.52  C3 1.328, H13 1.078, H14 1.086
5 N 0.13 -1.18 -0.88  C1 1.466, C6 1.416, H15 0.998
6 C 1.06 -0.17 -1.24  N5 1.416, O7 1.433, H16 1.099, H17 1.098
7 O 2.44 -0.53 -1.07  C6 1.433, H18 0.959
8 H -1.81 -0.36 -0.43  C1 1.093
9 H -1.39 -1.93 0.20  C1 1.092
10 H -1.05 -0.83 2.18  C2 1.088
11 H 0.41 -0.33 1.47  C2 1.098
12 H -1.69 1.42 2.41  C3 1.084
13 H -1.60 3.08 0.56  C4 1.078
14 H -0.79 1.83 -0.47  C4 1.086
15 H 0.45 -2.11 -0.72  N5 0.998
16 H 0.96 0.09 -2.30  C6 1.099
17 H 0.95 0.78 -0.71  C6 1.098
18 H 2.47 -1.21 -0.39  O7 0.959

As for the net charge: 0. As for the energy above the lowest of the compared OMol25 structures with the same formula, charge and spin: 56.2 kcal per mole. The HOMO energy comes out at -8.774 eV.

An isolated molecule of C5H11NO at a distorted geometry. Source: the OMol25 dataset; level of theory: ωB97M-V with the def2-TZVPD basis set.

Each atom is followed by the atoms it is bonded to, with distances in Å.
Positions of all 18 atoms, in Å:
1 C -0.78 0.77 -1.15  C2 1.523, C3 1.515, H8 1.088, H9 1.083
2 C 0.20 0.72 -2.32  C1 1.523, H10 1.092, H11 1.090, H12 1.086
3 C -0.50 -0.35 -0.17  C1 1.515, N4 1.360, O7 1.224
4 N 0.27 -0.09 0.92  C3 1.360, C5 1.458, C6 1.445
5 C 0.64 -1.19 1.81  N4 1.458, H13 1.086, H14 1.083, H15 1.084
6 C 0.79 1.22 1.26  N4 1.445, H16 1.047, H17 1.098, H18 1.078
7 O -0.95 -1.46 -0.41  C3 1.224
8 H -0.71 1.75 -0.70  C1 1.088
9 H -1.81 0.64 -1.45  C1 1.083
10 H 1.22 0.70 -1.93  C2 1.092
11 H 0.18 1.65 -2.89  C2 1.090
12 H 0.07 -0.12 -2.99  C2 1.086
13 H 1.71 -1.38 1.78  C5 1.086
14 H 0.04 -2.03 1.49  C5 1.083
15 H 0.32 -0.93 2.81  C5 1.084
16 H 1.63 1.08 1.87  C6 1.047
17 H 0.09 1.78 1.89  C6 1.098
18 H 1.02 1.81 0.39  C6 1.078

As for the net charge: 0. As for the energy above the lowest of the compared OMol25 structures with the same formula, charge and spin: 14.0 kcal per mole. The HOMO energy comes out at -9.155 eV.

An isolated molecule of C5H11NO. Source: the OMol25 dataset; level of theory: ωB97M-V with the def2-TZVPD basis set.

Each atom is followed by the atoms it is bonded to, with distances in Å.
Positions of all 18 atoms, in Å:
1 C 0.84 -0.39 -1.50  C2 1.528, H8 1.097, H9 1.095, H10 1.095
2 C 0.22 -0.72 -0.14  C1 1.528, C3 1.529, N4 1.465, H11 1.093
3 C 1.27 -0.89 0.95  C2 1.529, H12 1.094, H13 1.095, H14 1.097
4 N -0.79 0.27 0.24  C2 1.465, C5 1.447, C6 1.362
5 C -0.43 1.67 0.33  N4 1.447, H15 1.096, H16 1.097, H17 1.094
6 C -2.10 -0.11 0.34  N4 1.362, O7 1.217, H18 1.107
7 O -2.52 -1.24 0.16  C6 1.217
8 H 1.46 0.51 -1.45  C1 1.097
9 H 1.48 -1.22 -1.82  C1 1.095
10 H 0.06 -0.25 -2.25  C1 1.095
11 H -0.35 -1.66 -0.23  C2 1.093
12 H 0.82 -1.22 1.89  C3 1.094
13 H 2.01 -1.64 0.65  C3 1.095
14 H 1.82 0.04 1.14  C3 1.097
15 H 0.36 1.83 1.07  C5 1.096
16 H -0.08 2.05 -0.63  C5 1.097
17 H -1.31 2.25 0.63  C5 1.094
18 H -2.76 0.73 0.62  C6 1.107

As for the net charge: 0. As for the energy above the lowest of the compared OMol25 structures with the same formula, charge and spin: 10.2 kcal per mole. The HOMO energy comes out at -9.320 eV.

An isolated molecule of C5H11NO. Source: the OMol25 dataset; level of theory: ωB97M-V with the def2-TZVPD basis set.

Each atom is followed by the atoms it is bonded to, with distances in Å.
Positions of all 18 atoms, in Å:
1 C -0.83 -1.09 -0.80  C2 1.526, H8 1.095, H9 1.094, H10 1.093
2 C -0.93 0.39 -0.45  C1 1.526, C3 1.546, N4 1.425, H11 1.104
3 C -1.87 0.64 0.75  C2 1.546, H12 1.092, H13 1.094, H14 1.096
4 N 0.25 1.12 -0.10  C2 1.425, C6 1.415
5 C 1.97 -0.32 0.76  C6 1.569, H15 1.094, H16 1.092, H17 1.092
6 C 1.53 0.62 -0.42  N4 1.415, C5 1.569, O7 1.311, H18 1.118
7 O 1.55 0.15 -1.64  C6 1.311
8 H -0.56 -1.68 0.09  C1 1.095
9 H -1.80 -1.45 -1.15  C1 1.094
10 H -0.07 -1.26 -1.57  C1 1.093
11 H -1.37 0.94 -1.31  C2 1.104
12 H -1.96 1.71 0.95  C3 1.092
13 H -2.86 0.22 0.55  C3 1.094
14 H -1.46 0.15 1.64  C3 1.096
15 H 1.58 -0.01 1.73  C5 1.094
16 H 1.60 -1.32 0.51  C5 1.092
17 H 3.06 -0.35 0.80  C5 1.092
18 H 2.18 1.53 -0.34  C6 1.118

As for the net charge: 0. As for the energy above the lowest of the compared OMol25 structures with the same formula, charge and spin: 123.6 kcal per mole. The HOMO energy (alpha / beta) comes out at -8.851 / -8.970 eV.